[1]
Computed, not measured: C45H53ClF2GaN3O as an isolated structure, with ωB97M-V/def2-TZVPD.

XYZ file:
```
106
Properties=species:S:1:pos:R:3:forces:R:3
Ga 0.364 1.195 0.254 0.0 0.4 -0.1
C -1.058 5.099 1.498 0.0 0.0 0.0
C -0.979 3.803 2.309 0.0 0.0 0.1
C -2.038 3.864 3.418 0.0 0.0 0.0
C 0.403 3.555 2.902 -0.1 0.0 0.0
C 1.039 4.627 3.526 0.0 0.0 0.0
C 2.212 4.455 4.233 0.0 -0.1 0.0
C 2.730 3.180 4.375 0.0 0.0 0.0
C 2.140 2.079 3.766 0.0 0.0 0.0
C 2.692 0.698 4.088 0.0 0.0 0.0
C 4.219 0.639 4.089 0.0 0.0 0.0
C 2.207 0.234 5.468 0.0 0.0 0.0
C 1.006 2.281 2.949 0.0 0.1 -0.1
N 0.474 1.186 2.185 0.0 -0.2 0.0
C -0.196 0.203 2.904 0.0 0.0 0.0
C -0.794 0.416 4.151 0.0 0.0 -0.1
C -1.467 -0.595 4.825 0.0 0.0 0.0
C -1.568 -1.867 4.286 0.0 0.0 0.0
C -0.985 -2.117 3.048 0.0 0.0 0.1
C -0.328 -1.097 2.409 -0.1 0.0 -0.1
F 0.202 -1.345 1.177 0.0 0.0 -0.1
H -2.006 5.150 0.959 0.0 0.0 0.0
H -0.246 5.187 0.776 0.0 0.0 0.0
H -1.014 5.972 2.152 0.0 0.0 0.0
H -1.239 2.961 1.671 0.0 0.0 0.0
H -1.794 4.649 4.138 0.0 0.0 0.0
H -2.122 2.922 3.956 0.0 -0.1 0.0
H -3.017 4.091 2.987 0.0 0.0 0.0
H 0.593 5.613 3.474 0.0 0.0 0.0
H 2.704 5.302 4.695 0.0 0.0 0.0
H 3.616 3.037 4.980 0.0 0.0 0.0
H 2.325 0.002 3.333 0.0 0.0 0.0
H 4.638 1.184 4.938 0.0 0.0 0.0
H 4.637 1.054 3.178 0.0 0.0 0.0
H 4.548 -0.398 4.187 0.0 0.0 0.0
H 1.124 0.166 5.533 0.1 0.0 0.0
H 2.552 0.931 6.236 0.0 0.0 0.0
H 2.620 -0.751 5.697 0.0 0.0 0.0
H -0.704 1.395 4.598 0.0 0.0 0.0
H -1.911 -0.381 5.789 0.0 0.0 0.0
H -2.084 -2.657 4.815 0.0 0.0 0.0
H -1.028 -3.092 2.578 0.0 0.0 0.0
C 3.239 -1.622 1.317 0.1 0.0 0.1
C 4.228 -1.029 0.312 -0.1 0.0 0.0
C 5.573 -1.744 0.430 0.0 0.0 0.0
C 4.336 0.488 0.390 0.0 0.0 -0.1
C 5.475 1.071 0.931 0.0 0.0 0.0
C 5.649 2.446 0.962 0.0 0.0 0.0
C 4.736 3.253 0.319 0.1 0.0 0.0
C 3.621 2.704 -0.312 0.0 0.0 0.0
C 2.838 3.582 -1.261 0.0 0.1 0.0
C 2.299 4.848 -0.592 -0.1 -0.1 0.0
C 3.705 3.942 -2.473 0.0 0.0 0.0
C 3.351 1.335 -0.174 0.0 -0.1 0.1
N 2.097 0.812 -0.653 0.0 -0.4 0.3
C 2.133 0.135 -1.847 0.1 0.2 -0.2
C 3.223 0.115 -2.737 0.0 0.1 0.1
C 3.175 -0.588 -3.931 0.0 0.0 0.0
C 2.045 -1.301 -4.308 0.0 0.0 0.0
C 0.945 -1.296 -3.458 0.0 0.0 0.0
C 1.027 -0.587 -2.289 0.0 -0.2 0.1
F -0.060 -0.574 -1.444 0.0 -0.1 0.0
H 2.887 -2.598 0.978 0.0 0.0 0.0
H 2.377 -0.978 1.446 0.0 0.0 0.0
H 3.717 -1.759 2.291 0.0 0.1 0.0
H 3.853 -1.256 -0.685 -0.1 0.0 -0.1
H 5.983 -1.671 1.440 0.0 0.0 0.0
H 6.311 -1.348 -0.270 0.0 0.0 0.0
H 5.436 -2.805 0.211 0.0 0.0 0.0
H 6.244 0.441 1.357 0.0 0.0 0.0
H 6.515 2.876 1.450 0.0 0.0 0.0
H 4.910 4.320 0.255 0.0 0.0 0.0
H 2.008 2.993 -1.638 0.0 0.0 0.0
H 3.090 5.592 -0.470 0.0 0.0 0.0
H 1.892 4.633 0.397 0.0 0.0 0.0
H 1.513 5.304 -1.199 0.0 0.0 0.0
H 4.610 4.465 -2.159 0.0 0.0 0.0
H 3.153 4.595 -3.152 0.0 0.0 0.0
H 4.004 3.051 -3.028 0.0 0.0 0.0
H 4.114 0.669 -2.469 0.0 0.0 0.0
H 4.042 -0.576 -4.579 0.0 0.0 0.0
H 2.017 -1.856 -5.235 0.0 0.0 0.0
H 0.034 -1.830 -3.695 0.0 0.0 0.0
C -3.809 -0.331 1.254 0.0 0.0 0.0
C -2.687 -0.219 0.260 0.0 -0.1 0.1
N -2.834 -0.868 -0.901 0.0 0.0 0.1
O -1.683 0.442 0.530 0.1 -0.1 0.0
H -4.750 -0.011 0.806 0.0 0.0 0.0
H -3.578 0.289 2.115 0.0 0.0 0.0
H -3.909 -1.368 1.579 0.0 0.0 0.0
H -3.693 -1.340 -1.120 0.0 0.0 0.0
H -2.131 -0.766 -1.616 0.0 0.0 0.0
Cl -3.562 2.931 -0.196 0.0 0.1 0.0
C -2.913 2.264 -1.676 0.0 0.0 0.0
C -3.828 1.846 -2.633 0.0 0.0 0.0
C -3.382 1.294 -3.821 0.0 0.0 0.0
C -2.014 1.179 -4.042 0.0 0.0 0.0
C -1.121 1.615 -3.080 0.0 0.0 0.0
C -1.535 2.162 -1.858 0.0 0.0 -0.1
C -0.519 2.628 -0.872 0.1 -0.1 0.0
H -4.886 1.959 -2.436 0.0 0.0 0.0
H -4.094 0.975 -4.570 0.0 0.0 0.0
H -1.642 0.764 -4.970 0.0 0.0 0.0
H -0.056 1.530 -3.267 0.0 0.0 0.0
H -0.937 3.387 -0.222 0.0 0.0 0.0
H 0.292 3.084 -1.427 -0.1 0.1 0.0
```
Positions in Å, forces in eV/Å.

Gap between HOMO and LUMO in eV: 7.931
Multiplicity: 1
HOMO energy in eV: -7.48
E_LUMO in eV: 0.450

Mulliken population analysis, charges in e, atoms 1 to 99:
1. Ga -0.82
2. C -2.13
3. C 2.81
4. C -1.85
5. C 0.95
6. C -0.06
7. C -1.58
8. C -0.22
9. C 0.69
10. C 2.32
11. C -1.81
12. C -1.64
13. C -1.24
14. N 1.14
15. C 2.25
16. C -1.66
17. C -1.23
18. C -0.87
19. C -0.82
20. C -0.32
21. F -0.02
22. H 0.45
23. H 0.29
24. H 0.58
25. H -1.58
26. H 0.34
27. H 0.37
28. H 0.49
29. H 0.36
30. H 0.41
31. H 0.33
32. H -1.12
33. H 0.50
34. H 0.34
35. H 0.47
36. H 0.25
37. H 0.39
38. H 0.43
39. H 1.18
40. H 0.48
41. H 0.41
42. H 0.50
43. C -1.08
44. C 1.37
45. C -2.19
46. C 1.28
47. C -0.60
48. C -0.90
49. C -0.39
50. C 0.71
51. C 1.70
52. C -1.50
53. C -1.64
54. C -2.01
55. N 0.53
56. C 1.74
57. C -0.29
58. C -1.07
59. C -0.83
60. C -0.81
61. C -0.58
62. F 0.21
63. H 0.46
64. H -0.35
65. H 0.41
66. H 0.13
67. H 0.42
68. H 0.39
69. H 0.46
70. H 0.19
71. H 0.43
72. H 0.45
73. H -0.67
74. H 0.51
75. H 0.08
76. H 0.45
77. H 0.34
78. H 0.47
79. H 0.32
80. H 0.68
81. H 0.43
82. H 0.39
83. H 0.54
84. C -1.79
85. C 0.10
86. N -0.09
87. O -0.02
88. H 0.47
89. H 0.17
90. H 0.42
91. H 0.24
92. H 0.02
93. Cl -0.18
94. C 1.11
95. C -0.74
96. C -0.62
97. C -1.10
98. C -0.15
99. C -0.94

***

[2]
Computed, not measured: a 3-piece molecular cluster, C5H17NO3 overall, with ωB97M-V/def2-TZVPD.

XYZ file:
```
26
Properties=species:S:1:pos:R:3:forces:R:3
C 0.407 -2.085 1.154 -3.0 -1.9 -0.2
O 0.371 -3.063 0.019 0.9 -3.0 3.4
C 0.894 -0.777 0.588 2.3 -0.2 1.2
C 0.912 -0.627 -0.931 -1.5 3.0 0.7
C -0.556 -0.431 -1.335 -1.2 -2.8 -2.0
C -2.468 1.252 -1.313 1.6 -1.6 2.6
N -1.417 0.379 -0.500 -1.9 1.6 0.9
H -0.681 -2.027 1.624 1.9 0.0 -1.0
H 1.024 -2.533 1.960 -0.1 0.6 -0.5
H 0.579 -4.016 0.496 -0.9 3.6 -2.1
H 1.920 -0.799 0.994 0.0 0.7 -0.5
H 0.407 0.099 1.068 0.1 -0.8 -0.3
H 1.353 0.394 -1.176 0.4 -1.4 0.2
H 1.287 -1.431 -1.546 0.5 0.0 0.3
H -0.547 -0.035 -2.415 -0.4 -0.5 1.5
H -0.935 -1.539 -1.354 0.2 1.8 -0.4
H -1.872 2.163 -1.665 -1.4 -1.5 -0.3
H -2.933 0.474 -1.933 0.2 1.1 -1.1
H -3.293 1.519 -0.599 1.0 0.2 -0.5
H -1.926 -0.102 0.315 1.3 0.6 -2.1
H 2.057 1.574 2.390 -0.4 -0.8 0.9
H 2.052 2.651 1.394 1.7 -1.1 0.8
O 2.704 2.028 1.874 -0.9 1.8 -1.4
H -0.482 2.818 0.162 3.7 -1.3 1.3
H 0.640 1.548 0.210 -1.0 3.8 0.9
O 0.502 2.566 0.518 -3.1 -2.1 -2.4
```
Positions in Å, forces in eV/Å.

Gap between HOMO and LUMO in eV: 9.358
Multiplicity: 1
HOMO energy in eV: -8.79
SMILES: CNCCCCO.O.O
E_LUMO in eV: 0.564

Just the Mulliken charges please, in e? Sure, here they are:
1. C -0.68
2. O -0.53
3. C -0.32
4. C -1.01
5. C -0.45
6. C -1.01
7. N -0.21
8. H 0.12
9. H 0.42
10. H 0.33
11. H 0.46
12. H 0.33
13. H 0.43
14. H 0.39
15. H 0.37
16. H 0.26
17. H 0.31
18. H 0.43
19. H 0.27
20. H 0.22
21. H 0.30
22. H 0.39
23. O -0.68
24. H 0.28
25. H 0.35
26. O -0.79

***

[3]
Computed, not measured: a 2-piece molecular cluster, C8H18N2P overall, with ωB97M-V/def2-TZVPD.

XYZ file:
```
29
Properties=species:S:1:pos:R:3:forces:R:3
C 0.574 -0.355 -0.732 -0.1 0.0 0.0
C -1.324 0.956 -0.374 -0.5 1.5 -0.4
C 1.773 -0.483 -1.167 0.2 0.0 -0.3
C 3.027 -0.350 -0.368 0.1 0.1 0.3
C -0.638 -2.734 -0.068 0.0 0.1 0.0
C -0.577 4.186 -1.436 -0.2 -0.1 0.1
C -1.291 -1.417 0.302 -0.4 -1.0 0.4
C -1.604 3.060 -1.382 -0.4 0.8 -0.1
N -0.601 -0.270 -0.290 1.0 -0.4 -0.2
N -0.940 1.817 -1.194 0.4 -1.3 0.3
P 0.623 -2.751 3.348 0.1 0.2 -0.5
H -2.192 0.990 0.290 0.1 0.0 0.0
H -0.570 -3.036 3.997 -0.6 -0.1 0.2
H 1.908 -0.717 -2.219 -0.3 0.0 -0.1
H 2.818 -0.167 0.682 0.1 0.0 0.0
H 3.625 0.466 -0.768 0.0 0.0 0.0
H 3.605 -1.268 -0.472 0.0 0.0 0.0
H -1.236 -3.549 0.332 0.0 0.0 0.0
H -0.577 -2.848 -1.148 0.0 0.0 -0.1
H 0.360 -2.809 0.361 0.0 0.0 0.0
H 0.148 3.992 -2.221 0.1 0.0 -0.1
H -1.082 5.123 -1.641 0.0 0.2 0.0
H -0.052 4.271 -0.488 0.1 0.0 0.1
H -2.328 -1.390 -0.043 0.1 0.1 0.0
H -1.280 -1.288 1.390 -0.1 0.1 -0.2
H -2.093 2.991 -2.360 -0.1 0.0 0.1
H -2.371 3.248 -0.618 0.0 0.0 -0.1
H 1.015 -1.856 4.334 0.2 0.4 0.3
H 1.279 -3.810 3.952 0.4 -0.5 0.1
```
Positions in Å, forces in eV/Å.

Gap between HOMO and LUMO in eV: 8.974
Multiplicity: 1
HOMO energy in eV: -13.07
Charge: +1
E_LUMO in eV: -4.098

Just the Mulliken charges please, in e? Sure, here they are:
1. C 0.65
2. C -0.25
3. C -0.43
4. C -1.17
5. C -1.39
6. C -1.16
7. C -0.23
8. C -0.32
9. N 0.11
10. N -0.22
11. P -0.23
12. H 0.42
13. H 0.08
14. H 0.38
15. H 0.34
16. H 0.37
17. H 0.33
18. H 0.36
19. H 0.44
20. H 0.32
21. H 0.31
22. H 0.37
23. H 0.32
24. H 0.44
25. H 0.31
26. H 0.27
27. H 0.38
28. H 0.09
29. H 0.09

***

[4]
Computed, not measured: C23H18BrN2O4Pd as an isolated structure, with ωB97M-V/def2-TZVPD.

XYZ file:
```
49
Properties=species:S:1:pos:R:3:forces:R:3
Pd -0.188 -0.266 0.349 0.1 0.6 -0.2
O -0.974 -1.670 -0.870 0.2 0.0 0.3
C -0.057 -2.608 -0.826 0.1 -0.1 0.1
C -0.424 -3.957 -0.629 0.0 0.0 -0.1
C 0.529 -4.930 -0.444 0.0 0.0 0.0
C 1.891 -4.610 -0.430 0.0 0.0 0.0
C 2.276 -3.302 -0.626 0.0 0.0 -0.1
C 1.331 -2.300 -0.863 0.1 -0.2 -0.2
C 1.755 -0.897 -1.030 -0.2 -0.1 0.2
N 2.716 -0.414 -0.347 0.0 0.0 0.1
C 2.803 1.025 -0.267 0.0 0.0 0.0
C 2.240 1.446 1.096 0.0 0.0 0.0
N 0.788 1.291 1.188 -0.2 0.0 0.4
C 0.143 2.041 1.996 0.0 0.1 -0.2
C -1.291 2.089 2.139 -0.1 0.0 0.0
C -1.826 2.726 3.268 0.0 0.0 0.0
C -3.180 2.907 3.422 0.0 0.0 0.0
C -4.028 2.477 2.393 0.0 0.0 -0.1
C -3.534 1.877 1.261 0.0 0.0 0.0
C -2.149 1.627 1.096 0.1 0.1 -0.1
O -1.732 1.065 0.007 0.0 -0.2 0.0
H -1.482 -4.180 -0.588 0.0 0.0 0.0
H 0.220 -5.956 -0.279 0.0 0.0 0.0
H 2.632 -5.380 -0.255 0.0 0.0 0.0
H 3.321 -3.020 -0.603 0.0 0.0 0.0
H 1.160 -0.273 -1.714 0.0 0.0 0.0
H 2.257 1.543 -1.069 0.0 0.0 0.0
H 3.850 1.336 -0.300 0.0 0.0 0.0
H 2.491 2.496 1.275 0.0 0.0 0.0
H 2.705 0.826 1.866 0.0 -0.1 0.0
H 0.706 2.753 2.606 0.0 0.0 0.0
H -1.144 3.068 4.039 0.0 0.0 0.0
H -3.579 3.370 4.314 0.0 0.0 0.0
H -5.099 2.614 2.492 0.0 0.0 0.0
H -4.192 1.537 0.472 0.0 0.0 0.0
Br -3.735 -2.152 7.291 0.0 0.0 0.0
C -2.014 -1.900 6.503 0.0 0.0 0.0
C -0.902 -1.895 7.328 0.0 0.0 0.0
C 0.347 -1.711 6.752 0.0 0.0 0.0
C 0.468 -1.534 5.381 0.0 0.0 0.0
C -0.658 -1.542 4.568 0.0 0.0 0.0
C -1.914 -1.728 5.136 0.0 0.0 0.0
C -0.540 -1.331 3.059 -0.1 0.1 0.1
O -1.589 -1.382 2.399 0.0 0.0 0.0
O 0.617 -1.076 2.633 0.1 -0.2 -0.3
H -1.012 -2.032 8.395 0.0 0.0 0.0
H 1.228 -1.706 7.383 0.0 0.0 0.0
H 1.430 -1.387 4.908 0.0 0.0 0.0
H -2.778 -1.728 4.485 0.0 0.0 0.0
```
Positions in Å, forces in eV/Å.

Gap between HOMO and LUMO in eV: 7.229
Multiplicity: 1
HOMO energy in eV: -4.81
Charge: -1
E_LUMO in eV: 2.414

Just the Mulliken charges please, in e? Sure, here they are:
1. Pd 0.56
2. O -0.93
3. C 0.75
4. C -0.67
5. C -0.34
6. C -0.50
7. C -0.64
8. C 0.39
9. C -0.17
10. N -0.42
11. C -0.79
12. C -0.68
13. N 0.27
14. C -0.14
15. C 0.48
16. C -0.50
17. C -0.72
18. C -0.34
19. C -0.55
20. C 0.69
21. O -1.12
22. H 0.42
23. H 0.36
24. H 0.38
25. H 0.40
26. H 0.47
27. H 0.31
28. H 0.42
29. H 0.45
30. H 0.22
31. H 0.27
32. H 0.33
33. H 0.39
34. H 0.36
35. H 0.40
36. Br -0.25
37. C 0.05
38. C -0.37
39. C -0.53
40. C -0.35
41. C 0.23
42. C -0.39
43. C 0.73
44. O -0.79
45. O -0.81
46. H 0.38
47. H 0.37
48. H 0.42
49. H 0.53

***

> What is the formula in the first record?

C45H53ClF2GaN3O